The following is a quantum chemistry calculation of the molecule C2H3N3O2S in a non-equilibrium geometry, from OMol25.

Kohn-Sham gap, eV: 9.02
Relative energy (zero: lowest compared OMol25 entry of this formula, charge and spin), eV: 3.868
LUMO energy, eV: -0.41
E_HOMO, eV: -9.43

Each line ends with the natural charge from an NBO analysis.
Geometry (Å):
H1 -0.1031 0.3395 3.4365  0.362
N1 -0.7284 -0.1535 2.8296  -0.712
C1 -0.5885 0.0250 1.5550  0.629
N2 -1.2714 -0.7489 0.7555  -0.447
N3 -0.7510 -0.3884 -0.6277  -0.025
O1 -0.5462 -1.2277 -1.6451  -0.481
C2 0.4104 0.3987 -0.3691  0.296
S1 1.4783 0.8045 -1.5816  -0.032
O2 0.3982 0.7363 0.9813  -0.441
H2 -2.2187 -0.6775 0.7716  0.406
H3 0.1783 -2.1101 -1.4088  0.445

The following is a quantum chemistry calculation of the molecule C6H9N, from OMol25.

Kohn-Sham gap, eV: 10.39
Relative energy (zero: lowest compared OMol25 entry of this formula, charge and spin), eV: 0.653
LUMO energy, eV: 0.94
E_HOMO, eV: -9.44

Each line ends with the natural charge from an NBO analysis.
Geometry (Å):
C1 2.0506 -1.3623 0.7808  -0.656
C2 0.7694 -0.7057 0.3725  0.239
N1 0.6904 0.0338 -0.6789  -0.407
C3 -0.7071 0.4218 -0.8264  -0.136
C4 -0.8983 1.9156 -1.0784  -0.593
C5 -1.4142 -0.1602 0.3604  -0.148
C6 -0.5238 -0.8619 1.0688  -0.290
H1 2.6000 -0.7476 1.5049  0.230
H2 1.8652 -2.3419 1.2362  0.216
H3 2.6789 -1.4875 -0.1052  0.238
H4 -1.0835 -0.1084 -1.7211  0.229
H5 -0.3263 2.2258 -1.9578  0.223
H6 -1.9549 2.1396 -1.2626  0.207
H7 -0.5663 2.5122 -0.2235  0.212
H8 -2.4716 -0.0330 0.5597  0.216
H9 -0.7087 -1.4404 1.9705  0.221

The following is a quantum chemistry calculation of a structure of composition C4H13N3O in a non-equilibrium geometry, from OMol25.

Kohn-Sham gap, eV: 6.28
Relative energy (zero: lowest compared OMol25 entry of this formula, charge and spin), eV: 6.631
LUMO energy, eV: -0.80
E_HOMO, eV: -7.08

Each line ends with the natural charge from an NBO analysis.
Geometry (Å):
C1 0.6562 -0.0802 -1.7013  -0.423
N1 0.0013 1.1498 -1.2708  -0.831
C2 0.2632 2.1384 -2.9404  0.212
O1 -0.2202 1.5056 -3.9800  -0.746
H1 -0.0601 -0.8116 -2.1418  0.184
H2 1.1226 -0.6422 -0.8385  0.154
H3 1.4314 0.0704 -2.4638  0.196
H4 -0.9712 1.0211 -1.5201  0.356
H5 1.3496 2.0319 -2.7077  0.109
H6 -0.2584 3.0865 -2.5478  0.116
C3 -0.3133 -0.0614 2.0452  0.077
C4 -0.1761 -1.4090 1.7018  -0.352
N2 -0.2645 -2.4357 2.7118  -0.665
N3 -0.5082 1.0435 1.2489  -0.819
H7 -0.4630 0.1675 3.0976  0.149
H8 -0.1866 -1.8553 0.7299  0.214
H9 0.6128 -2.8651 2.9695  0.416
H10 -0.6520 -1.8786 3.5173  0.439
H11 -0.9730 -3.1413 2.4297  0.428
H12 -0.2346 1.0513 -0.0439  0.422
H13 -0.1558 1.9144 1.7044  0.365

The following is a quantum chemistry calculation of a cluster of 3 separate species, C37H63ClF10INO2S in total in a non-equilibrium geometry, from OMol25.

Kohn-Sham gap, eV: 8.47
LUMO energy, eV: -0.63
E_HOMO, eV: -9.11

Each line ends with the Mulliken charge.
Geometry (Å):
C1 1.0061 -0.5557 4.8850  -0.767
C2 1.7067 -1.0408 3.4865  -0.413
C3 0.8351 -2.1736 2.6439  -0.550
C4 -0.6848 -1.7485 2.2794  -0.050
C5 -0.9730 -1.3870 0.6790  0.139
C6 -0.6371 -2.5971 -0.3590  -0.613
C7 -1.6908 -3.8374 -0.4379  -0.590
C8 -1.2494 -5.1921 0.4018  0.816
F1 0.1664 -5.6105 0.1613  -0.356
F2 -1.4195 -5.0884 1.8677  -0.307
C9 -2.1661 -6.5126 -0.0619  0.519
F3 -1.3829 -7.7038 0.4395  -0.301
F4 -2.2510 -6.6805 -1.5304  -0.282
C10 -3.6228 -6.5906 0.6825  0.422
F5 -4.2830 -5.2877 0.9228  -0.160
F6 -3.4366 -7.2575 2.0243  -0.272
C11 -4.6385 -7.6212 -0.1545  0.576
F7 -3.9590 -8.9109 -0.5020  -0.220
F8 -5.7849 -8.0167 0.7446  -0.241
F9 -5.2015 -6.9755 -1.3639  -0.211
C12 0.3513 -0.3993 0.3985  -0.942
O1 1.4322 -0.6974 -0.3272  -0.687
N1 -0.0670 0.8220 1.1754  0.589
C13 -1.5425 1.0699 0.8193  -0.550
C14 -2.0373 1.7860 2.2477  -1.066
C15 -3.3877 2.6923 2.1074  0.337
O2 -4.3824 2.5620 1.2352  -0.450
Cl1 -3.5952 4.0802 3.3746  -0.192
C16 -1.4969 2.3633 -0.1609  -0.686
C17 -0.4460 2.3401 -1.4056  -0.839
C18 1.0893 2.8788 -1.0132  0.272
I1 -1.1684 3.9249 -2.8094  0.007
C19 -2.2561 -0.3491 0.3615  2.486
C20 -3.3804 -1.0361 1.3773  -0.162
C21 -4.9383 -0.7539 1.0050  -0.661
C22 -5.5521 -2.1315 0.2990  -0.105
S1 -7.3628 -1.9054 -0.2407  -0.280
C23 -2.6193 -0.5860 -1.2221  0.234
C24 -3.6809 0.4630 -1.8913  0.637
C25 -5.0361 -0.3029 -2.5085  -1.059
F10 -3.0294 1.0599 -3.1173  -0.406
H1 0.1099 -1.2355 5.2428  0.220
H2 0.5195 0.5131 4.6703  0.127
H3 1.8238 -0.3709 5.7089  0.308
H4 1.9952 -0.1835 2.7446  0.100
H5 2.7368 -1.5600 3.7943  0.471
H6 0.7648 -3.1073 3.3858  0.291
H7 1.5219 -2.5191 1.7670  0.286
H8 -1.4308 -2.6330 2.5722  0.390
H9 -1.0134 -0.8457 2.9874  -0.241
H10 -0.4085 -2.2426 -1.4768  0.147
H11 0.4002 -3.0714 -0.0043  0.440
H12 -1.6916 -4.1868 -1.5818  0.410
H13 -2.8297 -3.5363 -0.2428  -0.217
H14 0.1886 0.8950 2.1817  0.118
H15 -2.1032 1.0336 3.1415  0.405
H16 -1.1704 2.5500 2.5536  0.585
H17 -1.1828 3.2987 0.5130  0.154
H18 -2.5515 2.6868 -0.6185  0.623
H19 -0.4024 1.3491 -2.0245  0.301
H20 1.2770 2.8521 0.1476  -0.304
H21 1.8213 2.0894 -1.5193  -0.169
H22 1.2985 3.9678 -1.3902  0.395
H23 -3.2777 -2.2261 1.4250  -0.175
H24 -3.2444 -0.6992 2.5111  0.272
H25 -5.5282 -0.6686 2.0401  0.442
H26 -5.1767 0.2241 0.4230  0.200
H27 -4.9428 -2.4542 -0.6580  -0.098
H28 -5.5830 -3.0340 1.0791  0.327
H29 -7.6652 -2.7869 -1.3134  0.161
H30 -3.0685 -1.6681 -1.4528  0.130
H31 -1.6050 -0.4572 -1.8392  -0.608
H32 -4.1122 1.2755 -1.1618  0.062
H33 -5.2275 0.1088 -3.6108  0.395
H34 -5.9654 0.0293 -1.8785  0.213
H35 -4.8972 -1.4590 -2.6177  0.168
C26 1.4235 0.1077 -4.5890  -1.263
C27 2.6282 -0.0397 -3.6727  0.688
C28 3.8428 0.7656 -4.1427  -0.844
C29 4.4086 0.3550 -5.5079  -0.854
C30 4.8333 -1.1113 -5.6217  -0.342
C31 5.9600 -1.4812 -4.6686  -1.176
H36 1.6309 -0.2677 -5.5947  0.434
H37 0.5772 -0.4622 -4.1912  0.231
H38 1.1186 1.1559 -4.6660  0.272
H39 2.8856 -1.0987 -3.5695  0.356
H40 2.3485 0.3073 -2.6704  -0.496
H41 4.6297 0.6914 -3.3831  0.333
H42 3.5693 1.8277 -4.1885  0.403
H43 5.2730 0.9933 -5.7296  0.423
H44 3.6706 0.5687 -6.2890  0.304
H45 5.1699 -1.2976 -6.6494  0.380
H46 3.9769 -1.7746 -5.4558  0.225
H47 6.8437 -0.8633 -4.8545  0.295
H48 6.2437 -2.5291 -4.8123  0.374
H49 5.6630 -1.3573 -3.6242  0.274
C32 6.0189 5.3330 3.6901  -1.187
C33 4.6830 6.0586 3.7320  -0.407
C34 3.4821 5.1092 3.6967  -0.876
C35 3.3610 4.2584 2.4263  -0.109
C36 3.2829 5.0499 1.1183  -0.371
C37 2.0572 5.9475 1.0370  -1.136
H50 6.1430 4.7657 2.7637  0.286
H51 6.8403 6.0549 3.7485  0.381
H52 6.1144 4.6436 4.5345  0.289
H53 4.6283 6.7785 2.9091  0.233
H54 4.6340 6.6458 4.6573  0.379
H55 2.5659 5.6954 3.8334  0.323
H56 3.5374 4.4334 4.5600  0.397
H57 2.4657 3.6305 2.5154  -0.125
H58 4.2077 3.5656 2.3679  0.388
H59 3.2516 4.3392 0.2827  0.231
H60 4.1893 5.6491 0.9758  0.436
H61 1.1391 5.3589 1.1252  0.124
H62 2.0354 6.4656 0.0725  0.355
H63 2.0596 6.7071 1.8226  0.431

The following is a quantum chemistry calculation of a structure of composition C16H27MnO12P2Sb2, from OMol25.

Net charge: -1
⟨S²⟩: 8.754
Kohn-Sham gap (spin up / spin down), eV: 7.27 / 7.27
2S+1: 6
Relative energy (zero: lowest compared OMol25 entry of this formula, charge and spin), eV: 1.248
LUMO energy (spin up / spin down), eV: 2.05 / 2.05
E_HOMO (spin up / spin down), eV: -5.22 / -5.22

Each line ends with the natural charge from an NBO analysis.
Geometry (Å):
Mn1 0.5279 1.0856 0.6543  1.587
O1 -1.2570 3.4405 3.0811  -0.644
C1 -0.5908 2.3005 3.1486  0.841
O2 0.5105 2.1546 2.6477  -0.700
C2 -1.2794 1.2140 3.9543  -0.163
O3 -1.3084 0.0120 3.2414  -0.508
C3 -2.4533 -0.1729 2.4188  -0.191
C4 -2.4479 0.5517 1.0658  0.769
O4 -3.3898 0.3193 0.3259  -0.667
O5 -1.4696 1.3535 0.8387  -0.899
H1 -0.7691 4.0373 2.4898  0.505
H2 -0.6713 1.0474 4.8465  0.216
H3 -2.2775 1.5477 4.2512  0.191
H4 -2.5167 -1.2413 2.2208  0.224
H5 -3.3592 0.1310 2.9550  0.183
C5 -4.2326 -1.6188 -2.1509  -1.013
Sb1 -2.1410 -1.0969 -2.2294  1.059
C6 -1.6658 -2.4809 -0.6484  -1.014
C7 -1.8499 -2.4314 -3.9739  -0.772
C8 -1.2963 -3.7968 -3.7451  -0.025
C9 -2.1673 -4.8373 -3.4193  -0.214
C10 -1.7162 -6.1232 -3.1663  -0.234
C11 -0.3588 -6.3938 -3.2470  -0.233
C12 0.5199 -5.3748 -3.5789  -0.209
C13 0.0846 -4.0722 -3.8277  -0.042
C14 1.0854 -3.0095 -4.1257  -0.760
Sb2 1.6605 -1.8940 -2.3209  1.064
C15 2.8570 -3.5267 -1.5944  -1.012
C16 3.2751 -0.9763 -3.4051  -1.001
H6 -4.3303 -2.7058 -2.1486  0.206
H7 -4.7652 -1.2105 -3.0108  0.210
H8 -4.6552 -1.2046 -1.2377  0.242
H9 -1.4645 -3.4696 -1.0637  0.232
H10 -2.5377 -2.5355 0.0049  0.218
H11 -0.7958 -2.1496 -0.0812  0.231
H12 -1.2508 -1.8677 -4.6866  0.220
H13 -2.8637 -2.5036 -4.3713  0.221
H14 -3.2290 -4.6215 -3.3595  0.200
H15 -2.4199 -6.9060 -2.9109  0.201
H16 0.0155 -7.3925 -3.0581  0.202
H17 1.5818 -5.5844 -3.6451  0.204
H18 0.7173 -2.2743 -4.8399  0.221
H19 2.0203 -3.4280 -4.4996  0.218
H20 3.5364 -3.8550 -2.3830  0.206
H21 2.2037 -4.3514 -1.3084  0.222
H22 3.4227 -3.2006 -0.7217  0.259
H23 3.7503 -1.7371 -4.0253  0.207
H24 4.0054 -0.5527 -2.7177  0.245
H25 2.8933 -0.1697 -4.0304  0.228
O6 3.2264 0.6731 2.2804  -1.018
P1 3.0101 -0.4136 1.0956  2.540
O7 3.9604 -1.5137 1.2514  -1.110
O8 1.5040 -0.6659 1.0002  -1.220
O9 3.4045 0.4655 -0.2331  -1.118
P2 2.6657 1.7313 -0.9405  2.520
O10 2.3320 2.6677 0.3881  -1.045
O11 3.5892 2.3830 -1.8684  -1.103
O12 1.2479 1.3271 -1.2860  -1.189
H26 2.4029 0.9898 2.6694  0.502
H27 3.1542 2.9432 0.8128  0.514

The following is a quantum chemistry calculation of a cluster of 5 separate species, C23H34N4O19P2 in total in a non-equilibrium geometry, from OMol25.

Kohn-Sham gap, eV: 8.88
LUMO energy, eV: -0.91
E_HOMO, eV: -9.78

Each line ends with the Mulliken charge.
Geometry (Å):
N1 0.6534 4.5486 -4.1237  -0.503
C1 0.8001 3.4780 -3.7585  -0.366
C2 0.9416 2.0617 -3.3476  0.632
N2 0.3800 1.8299 -2.0325  -0.251
O1 0.3692 1.2371 -4.3362  -0.237
C3 -0.8178 1.6273 -4.9640  -0.172
O2 -0.8157 1.8918 -6.1196  -0.457
C4 -2.1050 1.5814 -4.1988  0.481
C5 -2.5010 2.5569 -3.2917  0.149
C6 -3.7008 2.4698 -2.5965  -0.731
C7 -4.5235 1.3670 -2.8112  -0.495
C8 -4.1423 0.4108 -3.7388  -0.607
C9 -2.9498 0.4989 -4.4414  -0.438
C10 2.4488 1.6694 -3.2805  0.929
C11 3.0892 1.8485 -4.5865  0.092
N3 3.5573 1.8620 -5.6255  -0.514
O3 3.1139 2.4023 -2.2792  -0.237
N4 3.5588 3.7369 -2.7285  0.346
O4 3.1844 4.5490 -2.0077  -0.226
P1 2.4943 -0.1661 -2.8584  -0.404
P2 2.3607 -0.4120 -0.6938  1.069
O5 2.8729 0.6961 0.1308  -0.612
O6 0.8437 -0.6755 -0.2694  -0.561
O7 3.1214 -1.7557 -0.3119  -0.515
H1 0.1683 2.7020 -1.5693  0.290
H2 -0.4376 1.2388 -2.0997  0.373
H3 -1.8522 3.4031 -3.1161  0.487
H4 -3.9480 3.2478 -1.8938  0.423
H5 -5.4386 1.2897 -2.2456  0.476
H6 -4.7900 -0.4390 -3.9010  0.426
H7 -2.6986 -0.2669 -5.1577  0.464
H8 3.7939 -0.5756 -3.1947  0.159
H9 0.5247 0.1733 0.0660  0.338
H10 3.1989 -1.7157 0.6543  0.369
C12 9.8674 0.1197 0.3667  -0.782
O8 8.5971 -0.2478 -0.1777  -0.327
C13 7.7429 0.7715 -0.3063  0.694
O9 7.9624 1.9149 -0.0071  -0.544
O10 6.6110 0.2959 -0.8183  -0.291
C14 5.5874 1.2801 -1.0111  -0.315
H11 10.4588 -0.7906 0.4180  0.235
H12 10.3694 0.8364 -0.2799  0.361
H13 9.7532 0.5299 1.3684  0.338
H14 5.9209 2.0462 -1.7115  0.358
H15 5.2997 1.7287 -0.0649  0.390
H16 4.7245 0.7702 -1.4208  -0.322
C15 -7.2015 -1.2580 1.4913  -0.681
O11 -8.4908 -1.3594 0.8823  -0.295
C16 -8.4787 -1.2734 -0.4462  0.813
O12 -7.5028 -1.1234 -1.1349  -0.544
O13 -9.7325 -1.3821 -0.8810  -0.321
C17 -9.8718 -1.3076 -2.3015  -0.610
H17 -7.3501 -1.3391 2.5642  0.209
H18 -6.5505 -2.0644 1.1598  0.317
H19 -6.7471 -0.2938 1.2720  0.327
H20 -9.3287 -2.1179 -2.7837  0.284
H21 -9.5213 -0.3462 -2.6722  0.283
H22 -10.9318 -1.4093 -2.5139  0.219
C18 -7.4165 0.9325 8.2429  -0.626
O14 -8.7031 0.8370 7.6285  -0.322
C19 -8.6831 0.9212 6.2997  0.811
O15 -7.7028 1.0639 5.6157  -0.546
O16 -9.9352 0.8180 5.8577  -0.314
C20 -10.0597 0.8960 4.4372  -0.520
H23 -7.5784 0.8496 9.3135  0.218
H24 -6.7717 0.1205 7.9125  0.295
H25 -6.9553 1.8930 8.0219  0.291
H26 -9.5138 0.0855 3.9579  0.191
H27 -9.7048 1.8576 4.0713  0.287
H28 -11.1158 0.7987 4.2043  0.234
C21 10.6943 -6.1827 3.2744  -0.631
O17 9.6808 -5.7390 2.3712  -0.324
C22 9.3478 -4.4553 2.5108  0.786
O18 9.8227 -3.6876 3.3069  -0.540
O19 8.4034 -4.1717 1.6177  -0.313
C23 7.9475 -2.8159 1.6566  -0.367
H29 10.8666 -7.2323 3.0546  0.217
H30 11.6171 -5.6266 3.1205  0.294
H31 10.3619 -6.0808 4.3057  0.292
H32 8.7615 -2.1325 1.4445  0.071
H33 7.5048 -2.5893 2.6255  0.316
H34 7.1900 -2.7119 0.8857  0.227